No. 1
A molecular structure, C3H3CuMgO3, computed with ωB97M-V/def2-TZVPD.

HOMO-LUMO gap (spin up / spin down) (eV): 5.77 / 6.55
Largest force on an atom (Eh/bohr): 0.0873
Multiplicity: 2
DFT total energy (hartree): -2181.99966
Net charge: +1

Each line ends with the Löwdin spin population.
Geometry (Å):
O: 0.4344 0.4274 0.9089  0.012
C: -0.9943 0.3238 0.6768  0.001
C: -1.2053 -0.8303 -0.1112  0.001
O: 0.3587 -0.1139 -1.1881  0.010
C: 1.1206 0.0821 -0.1814  0.024
O: 2.2674 -0.3859 -0.0650  0.197
Mg: 4.0718 0.3475 0.1726  0.753
H: -1.6550 0.7653 1.4264  0.000
H: -2.1087 -1.0321 -0.6931  0.000
H: -0.9041 -1.8123 0.2602  0.000
Cu: -1.3854 2.2284 -1.2060  0.000

***

No. 2
6 unconnected molecules or ions with the total composition C26H36O7S, computed with ωB97M-V/def2-TZVPD.

HOMO-LUMO gap (eV): 9.40
Largest force on an atom (Eh/bohr): 0.0941
Multiplicity: 1
DFT total energy (hartree): -1937.08232
Net charge: 0

Each line ends with the Löwdin charge.
Geometry (Å):
C: 2.1713 12.7103 -8.2508  -0.259
S: 0.7341 12.9653 -7.1419  0.821
O: 0.7051 11.6774 -6.3175  -0.590
C: 1.3071 14.3335 -6.0802  -0.265
H: 1.8789 12.1867 -9.1610  0.050
H: 2.9866 12.3694 -7.6128  0.051
H: 2.5229 13.6639 -8.6447  0.042
H: 2.3543 14.2571 -5.7875  0.051
H: 0.6089 14.3434 -5.2433  0.051
H: 1.3374 15.2686 -6.6394  0.047
C: 8.8021 10.0831 -3.6992  -0.071
C: 8.3593 11.4073 -3.7240  -0.091
C: 7.7197 11.9363 -4.8473  -0.117
C: 7.8200 11.2769 -6.0140  -0.122
C: 8.3916 10.0063 -6.0705  -0.105
C: 8.8051 9.3472 -4.9322  -0.079
H: 9.1919 9.5874 -2.8224  0.095
H: 8.3412 11.9518 -2.7914  0.098
H: 7.2535 12.9080 -4.7776  0.102
H: 7.4960 11.7723 -6.9173  0.102
H: 8.3697 9.5881 -7.0660  0.099
H: 9.2561 8.3742 -5.0598  0.096
C: 7.3771 10.5324 4.6095  -0.099
C: 7.4855 9.2299 4.1567  -0.098
C: 6.3173 8.5215 3.7969  -0.089
C: 5.0391 9.0931 4.0128  -0.096
C: 4.9519 10.3431 4.6154  -0.098
C: 6.1252 11.0722 4.9001  -0.088
H: 8.2928 11.1049 4.6041  0.101
H: 8.3419 8.7012 3.7649  0.095
H: 6.4085 7.5559 3.3218  0.091
H: 4.1326 8.5288 3.8506  0.092
H: 4.0431 10.9156 4.7281  0.095
H: 6.0155 12.1057 5.1940  0.096
O: 1.0480 3.9087 -1.9001  0.047
C: 0.6335 5.0989 -1.9626  -0.412
O: 0.9251 6.0312 -1.0379  0.026
C: 0.0949 7.2064 -1.3593  -0.117
C: -0.2535 7.1039 -2.8416  -0.201
C: -0.2885 5.6548 -3.1210  -0.081
H: 0.5620 8.1741 -1.1768  0.123
H: -0.7997 7.0112 -0.7679  0.128
H: 0.4215 7.6782 -3.4761  0.115
H: -1.2171 7.5527 -3.0828  0.119
H: 0.1633 5.4103 -4.0824  0.125
H: -1.2995 5.2569 -3.0341  0.127
O: 3.5220 12.8331 -1.7927  0.081
C: 4.0368 11.7463 -2.0236  -0.461
O: 4.7795 11.2159 -1.0509  0.013
C: 4.8589 9.7991 -1.1406  -0.101
C: 4.3711 9.4730 -2.6411  -0.136
C: 3.7693 10.7397 -3.1388  -0.092
H: 4.1417 9.3564 -0.4494  0.116
H: 5.8626 9.4801 -0.8595  0.120
H: 3.7401 8.5879 -2.7220  0.103
H: 5.1147 9.2136 -3.3946  0.102
H: 2.6963 10.6546 -3.3105  0.126
H: 4.1732 11.0299 -4.1087  0.121
O: 8.6357 15.0268 1.8948  0.105
C: 7.9018 15.6537 1.1743  -0.517
O: 8.3103 16.1718 0.0546  0.032
C: 7.2713 16.5629 -0.8678  -0.104
C: 6.1792 16.8313 0.1986  -0.185
C: 6.3551 15.8606 1.3205  -0.055
H: 6.9678 15.7635 -1.5438  0.119
H: 7.5562 17.3911 -1.5167  0.124
H: 5.1864 16.7083 -0.2343  0.110
H: 6.1951 17.8918 0.4500  0.116
H: 6.0078 14.8685 1.0320  0.129
H: 6.0536 16.1433 2.3291  0.127

***

No. 3
C9H9F2N3O in the gas phase, computed with ωB97M-V/def2-TZVPD.

HOMO-LUMO gap (eV): 9.55
Largest force on an atom (Eh/bohr): 0.0874
SMILES string: CO[C@H](C(F)F)n1nnc2ccccc21
Multiplicity: 1
DFT total energy (hartree): -787.49229
Net charge: 0

Each line ends with the Löwdin charge.
Geometry (Å):
C: -1.5108 0.1589 -2.6516  -0.092
O: -1.3168 1.4286 -2.0304  -0.114
C: -0.7680 1.4055 -0.7377  -0.196
C: 0.1248 2.7327 -0.5921  -0.313
F: -0.6317 3.8312 -0.3734  0.084
F: 0.9481 2.9157 -1.6345  0.098
N: 0.1115 0.2960 -0.4971  -0.037
N: 1.0936 -0.0615 -1.3600  0.057
N: 1.8155 -0.9806 -0.8956  0.097
C: 1.3194 -1.3143 0.3487  -0.218
C: 1.7078 -2.2318 1.2825  -0.033
C: 0.9901 -2.3041 2.4397  -0.075
C: -0.0289 -1.3638 2.7702  -0.069
C: -0.4830 -0.4464 1.8583  0.002
C: 0.2106 -0.4296 0.6035  -0.142
H: -2.1224 0.3298 -3.6544  0.133
H: -1.9871 -0.4115 -1.8947  0.060
H: -0.5346 -0.4822 -2.9224  0.115
H: -1.4845 1.5343 -0.0013  0.140
H: 0.7339 2.6354 0.1907  0.117
H: 2.4271 -2.9759 0.8892  0.133
H: 1.3481 -2.8822 3.2075  0.074
H: -0.7431 -1.6041 3.5311  0.102
H: -1.2196 0.2200 2.1238  0.079

***

No. 4
A molecular structure, C18H21IrN7O2SSe3, computed with ωB97M-V/def2-TZVPD.

HOMO-LUMO gap (spin up / spin down) (eV): 6.94 / 6.35
Largest force on an atom (Eh/bohr): 0.0093
Multiplicity: 6
DFT total energy (hartree): -8938.53548
Net charge: +2

Each line ends with the Löwdin spin population.
Geometry (Å):
Ir: -0.2594 -0.1797 -0.8711  2.253
Se: 1.3805 6.6477 2.8251  0.000
N: -0.1173 5.7165 2.6105  0.000
C: 0.1943 4.6698 1.8905  0.001
C: -0.7781 3.6522 1.4881  0.002
C: -2.1303 3.7348 1.8180  0.001
C: -2.9857 2.7471 1.3853  0.003
C: -2.4667 1.6894 0.6476  0.014
N: -1.1762 1.5923 0.3379  0.092
C: -0.3370 2.5648 0.7402  0.008
C: 1.0709 2.4463 0.3314  0.008
N: 1.4071 1.3747 -0.4114  0.091
C: 2.6614 1.2598 -0.8417  0.014
C: 3.6482 2.1915 -0.5417  0.002
C: 3.3175 3.2780 0.2357  0.001
C: 2.0033 3.4184 0.6799  0.002
C: 1.5646 4.5544 1.4922  0.001
N: 2.3691 5.5068 1.8884  0.000
H: -2.4802 4.5764 2.4021  0.000
H: -4.0421 2.7762 1.6109  0.000
H: -3.1111 0.8925 0.2971  0.006
H: 2.8893 0.3908 -1.4464  0.006
H: 4.6520 2.0485 -0.9152  0.000
H: 4.0485 4.0293 0.5060  0.000
N: -0.6964 1.5139 -2.7592  0.091
N: -1.0856 0.9090 -3.9526  0.011
C: -1.1960 -0.4255 -4.0460  0.043
N: -1.5642 -0.9106 -5.2234  0.025
S: -0.8990 -1.5276 -2.7663  0.173
H: -1.4157 2.1508 -2.4309  0.002
H: 0.1779 2.0154 -2.8822  0.002
H: -1.2687 1.4952 -4.7558  0.002
H: -1.7669 -0.3274 -6.0208  0.002
H: -1.6573 -1.9078 -5.3342  0.001
O: 0.6170 -2.1184 2.5804  0.109
C: 0.4499 -3.5328 2.5312  0.005
C: 0.0183 -3.9282 1.1312  0.031
C: -0.1010 -5.4664 1.1313  0.001
O: -0.4642 -5.9258 -0.1567  0.002
C: -1.3604 -3.3755 0.7580  0.077
Se: -1.6411 -1.4591 0.9039  0.884
C: 1.0795 -3.5930 0.0761  0.078
Se: 1.6651 -1.7486 -0.0813  0.901
H: 0.9079 -1.8665 3.4656  0.001
H: -0.3103 -3.8553 3.2495  0.003
H: 1.3895 -4.0381 2.7742  0.002
H: -0.8200 -5.7798 1.8922  0.001
H: 0.8728 -5.8884 1.3958  0.001
H: -1.2381 -6.4927 -0.1029  0.000
H: -2.1257 -3.8246 1.3906  0.008
H: -1.5874 -3.6307 -0.2781  0.013
H: 0.7110 -3.8729 -0.9125  0.015
H: 1.9864 -4.1668 0.2638  0.008

***

No. 5
A molecular structure, C34H38CdGeN4O4PS, computed with ωB97M-V/def2-TZVPD.

HOMO-LUMO gap (eV): 4.62
Largest force on an atom (Eh/bohr): 0.0160
Multiplicity: 1
DFT total energy (hartree): -4822.51217
Net charge: -1

Each line ends with the Löwdin charge.
Geometry (Å):
Cd: 0.4033 0.5694 -0.0302  1.257
C: -7.9174 -2.2741 -0.4083  -0.062
C: -6.4951 -1.9295 -0.0558  -0.284
C: -5.4413 -2.7432 -0.4548  -0.046
C: -4.1258 -2.3916 -0.1850  -0.048
C: -3.8627 -1.2236 0.5122  -0.271
C: -4.9009 -0.4045 0.9431  -0.053
C: -6.2065 -0.7685 0.6586  -0.041
S: -2.1950 -0.6642 0.6673  0.478
O: -2.1666 -0.0779 2.0142  -0.436
O: -1.2990 -1.7964 0.5116  -0.369
N: -1.8998 0.3379 -0.4981  -0.291
C: -2.6024 1.6262 -0.4795  -0.217
C: -2.2649 2.5433 0.7166  -0.737
O: -3.2069 2.9763 1.3992  -0.039
O: -1.0269 2.7514 0.8932  -0.215
H: -7.9701 -3.2113 -0.9615  0.068
H: -8.3621 -1.4926 -1.0276  0.078
H: -8.5375 -2.3724 0.4848  0.076
H: -5.6508 -3.6624 -0.9901  0.105
H: -3.3000 -3.0163 -0.4983  0.111
H: -4.6800 0.5058 1.4875  0.110
H: -7.0185 -0.1319 0.9922  0.113
H: -3.6845 1.4704 -0.5292  0.095
H: -2.2927 2.1488 -1.3880  0.106
C: 0.2469 2.8536 5.3700  -0.134
N: 1.4931 2.2087 4.7554  -0.080
C: 1.6390 0.8156 5.3721  -0.137
N: 0.4697 0.0425 5.1818  -0.151
C: -0.7029 0.7237 5.7209  -0.166
N: -0.8976 2.0530 5.1583  -0.143
C: -1.3153 2.0305 3.7399  -0.265
P: -0.1085 1.1489 2.6541  0.959
C: 1.3530 2.1310 3.2541  -0.250
C: 0.2745 -0.2996 3.7565  -0.286
H: 0.1360 3.8298 4.8987  0.141
H: 0.4600 2.9652 6.4370  0.133
H: 2.3130 2.7614 5.0043  0.170
H: 1.8417 0.9742 6.4345  0.133
H: 2.4981 0.3522 4.8871  0.139
H: -0.5940 0.8100 6.8065  0.127
H: -1.5821 0.1234 5.4946  0.139
H: -1.3988 3.0507 3.3639  0.090
H: -2.3007 1.5844 3.6430  0.089
H: 1.2516 3.1529 2.8828  0.103
H: 2.2659 1.7016 2.8339  0.083
H: 1.1853 -0.7731 3.3797  0.095
H: -0.5309 -1.0277 3.6717  0.086
C: 2.4351 1.0015 -0.4386  -0.557
Ge: 2.5872 0.1341 -2.1210  0.682
C: 2.1337 -1.7679 -1.7778  -0.299
C: 1.2310 -2.5122 -2.5350  -0.117
C: 0.8162 -3.7783 -2.1359  -0.106
C: 1.3102 -4.3325 -0.9663  -0.118
C: 2.2273 -3.6177 -0.2068  -0.110
C: 2.6274 -2.3509 -0.6058  -0.137
C: 4.4524 0.0534 -2.8026  -0.281
C: 5.4518 0.7549 -2.1320  -0.118
C: 6.7797 0.6884 -2.5408  -0.113
C: 7.1325 -0.0937 -3.6312  -0.125
C: 6.1505 -0.8036 -4.3113  -0.112
C: 4.8273 -0.7250 -3.8982  -0.123
C: 1.5353 0.6321 -3.7336  -0.275
C: 2.1221 1.2770 -4.8224  -0.118
C: 1.3607 1.7449 -5.8882  -0.112
C: -0.0149 1.5720 -5.8888  -0.120
C: -0.6228 0.9427 -4.8095  -0.102
C: 0.1437 0.4940 -3.7433  -0.141
H: 2.4445 2.0946 -0.5836  -0.166
H: 0.8341 -2.0968 -3.4544  0.085
H: 0.0929 -4.3226 -2.7319  0.091
H: 0.9732 -5.3092 -0.6398  0.089
H: 2.6207 -4.0460 0.7085  0.089
H: 3.3172 -1.7818 0.0081  0.080
H: 5.1738 1.3479 -1.2664  0.078
H: 7.5420 1.2436 -2.0055  0.088
H: 8.1674 -0.1572 -3.9464  0.087
H: 6.4189 -1.4207 -5.1612  0.090
H: 4.0699 -1.2827 -4.4403  0.100
H: 3.1979 1.4143 -4.8433  0.087
H: 1.8440 2.2486 -6.7181  0.090
H: -0.6110 1.9298 -6.7197  0.088
H: -1.6983 0.8100 -4.7913  0.095
H: -0.3660 0.0332 -2.9005  0.068

***

No. 6
2 unconnected molecules or ions with the total composition C3H7PS2, computed with ωB97M-V/def2-TZVPD.

HOMO-LUMO gap (spin up / spin down) (eV): 7.49 / 7.99
Largest force on an atom (Eh/bohr): 0.0536
Multiplicity: 1
DFT total energy (hartree): -1256.14086
Net charge: 0

Each line ends with the Löwdin charge.
Geometry (Å):
C: 2.1365 0.0703 -0.9258  -0.618
C: 1.6253 0.7728 0.3361  -0.636
C: -2.6603 -0.9661 -0.0033  -0.002
P: 0.4125 -1.9652 0.5122  0.243
S: 0.8634 -1.1496 -1.4021  0.407
S: 1.1320 -0.3801 1.6747  0.389
H: 2.2617 0.7764 -1.6948  0.056
H: 3.0278 -0.4387 -0.6882  0.048
H: 2.5756 1.4138 0.6423  0.121
H: 0.6881 1.3065 0.0546  0.067
H: -2.2125 -1.1496 -1.0238  -0.027
H: -2.3025 -0.1011 0.5773  -0.025
H: -3.1184 -1.7799 0.5634  -0.025

***

Number 1 is which compound?
C3H3CuMgO3

***

What is the multiplicity in the fourth record?
6

***

DFT total energy of number 6 (C3H7PS2)?
-1256.14086 hartree